{"formula": "C5H8O", "method": "ωB97M-V/def2-TZVPD", "symbols": ["O", "C", "C", "C", "C", "C", "H", "H", "H", "H", "H", "H", "H", "H"], "xyz": [[-0.9098, -0.3956, -2.6277], [-1.4727, -0.5035, -1.5649], [-0.8190, -0.2554, -0.2284], [0.6507, 0.1448, -0.3387], [1.2616, 0.6479, 1.0114], [1.0267, -0.5248, 1.8778], [-2.5417, -0.8033, -1.5151], [-1.4057, 0.5173, 0.2913], [1.2370, -0.6972, -0.7165], [0.7541, 0.9568, -1.0653], [2.3278, 0.8205, 0.8271], [0.7732, 1.5975, 1.2809], [-0.9446, -1.1729, 0.3662], [0.0624, -0.3322, 2.4019]], "forces_ev_per_a": [[-0.240, -0.035, 0.450], [0.168, 0.044, -0.250], [0.045, -0.003, 0.018], [-0.041, -0.102, -0.172], [0.131, -0.005, 0.175], [-0.134, 0.396, -0.112], [0.115, 0.028, -0.056], [0.039, -0.106, -0.080], [-0.089, 0.113, 0.075], [-0.003, -0.110, 0.136], [-0.146, -0.057, -0.014], [0.032, -0.182, 0.003], [-0.031, 0.113, -0.086], [0.154, -0.093, -0.086]], "multiplicity": 1, "homo_lumo_gap_ev": 8.5, "e_lumo_ev": -0.43, "charge": 0, "energy_ha": -270.39081, "largest_force_ev_per_a": 0.51}